Entry from the Open Molecules 2025 dataset: 2 unconnected molecules or ions with the total composition ClH2N2O in a non-equilibrium geometry (ωB97M-V/def2-TZVPD).

The value obtained for the energy relative to the best compared isomer or geometry (same formula, charge and spin) is 359.4 kJ/mol. Its net charge is -1. Its total energy is -17581.927 eV. As for the LUMO energy: 3.63 eV. The calculation puts the HOMO energy at -4.14 eV.

Atoms and positions in Å:
N  -0.0229  -0.3993  0.0325
N  0.9834  0.0628  1.1646
O  2.1789  -0.0153  0.8583
Cl  -2.3644  0.7726  -1.3344
H  -0.9519  -0.2584  0.2171
H  0.1769  -0.1623  -0.9381